[1]
This record from the Open Molecules 2025 dataset describes a molecular structure, C5H9Br12O2P. The level of theory is ωB97M-V with the def2-TZVPD basis set.

Values from the calculation:
Lowest unoccupied orbital energy = -0.005 Ha
Maximum force = 0.35 eV Å⁻¹
HOMO = -9.62 eV

Each line ends with the Mulliken charge.
Geometry (Å):
O1 1.458 -1.778 2.491  -0.391
O2 1.700 -0.374 2.645  -0.179
C1 0.496 0.379 2.547  -0.183
P1 -0.914 -0.110 3.693  0.012
H1 1.131 -1.837 1.575  0.252
H2 0.177 0.448 1.505  0.094
H3 0.827 1.363 2.869  0.329
H4 -1.865 0.071 2.662  -0.019
H5 -0.806 -1.489 3.415  0.034
C2 -4.893 -0.412 -0.312  -0.297
Br1 -4.575 1.271 0.570  -0.068
Br2 -3.582 -0.734 -1.672  0.005
Br3 -4.999 -1.861 0.944  -0.025
H6 -5.856 -0.337 -0.798  0.355
C3 1.532 -0.706 -1.672  0.556
Br4 1.902 -1.263 -3.469  -0.030
Br5 0.910 1.101 -1.585  0.069
Br6 0.275 -1.898 -0.822  -0.041
H7 2.456 -0.767 -1.112  -0.531
C4 4.347 -1.656 1.263  -0.173
Br7 3.906 -2.995 -0.051  -0.036
Br8 6.002 -2.051 2.144  -0.021
Br9 4.379 0.087 0.447  -0.046
H8 3.556 -1.652 2.002  0.336
C5 -1.594 3.515 -3.923  -0.388
Br10 -1.094 2.023 -5.026  -0.007
Br11 -2.531 2.934 -2.351  0.043
Br12 -0.073 4.601 -3.480  -0.016
H9 -2.273 4.129 -4.498  0.364

[2]
This record from the Open Molecules 2025 dataset describes a molecular structure, CH3BrClN3. The level of theory is ωB97M-V with the def2-TZVPD basis set.

Values from the calculation:
Lowest unoccupied orbital energy = -0.011 Ha
Maximum force = 4.34 eV Å⁻¹
Energy above the lowest of the compared OMol25 structures with the same formula, charge and spin = 252.3 kJ/mol
HOMO = -7.12 eV

Each line ends with the Mulliken charge.
Geometry (Å):
C1 -0.241 -0.618 -0.265  0.448
N1 0.411 -1.557 -0.524  -0.266
N2 -0.933 0.431 -0.211  -0.317
N3 2.365 0.223 1.317  -0.388
Cl1 3.208 -0.812 0.173  -0.170
Br1 2.070 1.838 0.665  -0.134
H1 1.638 -1.527 -0.356  0.352
H2 -1.950 0.327 -0.117  0.262
H3 -0.739 1.375 -0.435  0.212

[3]
This record from the Open Molecules 2025 dataset describes a single CH2N2OS2 molecule. The level of theory is ωB97M-V with the def2-TZVPD basis set.

Values from the calculation:
Lowest unoccupied orbital energy (spin up / spin down) = -0.057 / -0.071 Ha
Maximum force = 2.35 eV Å⁻¹
Energy above the lowest of the compared OMol25 structures with the same formula, charge and spin = 113.3 kJ/mol
HOMO (spin up / spin down) = -8.58 / -8.09 eV

Each line ends with the Mulliken charge.
Geometry (Å):
C1 0.334 -0.332 0.580  0.193
N1 0.180 0.952 0.317  -0.289
N2 -0.160 -1.387 -0.076  -0.229
O1 -0.297 3.173 -0.392  -0.440
S1 -1.115 -1.373 -1.413  -0.270
S2 -0.084 1.827 -0.921  0.532
H1 0.988 -0.620 1.508  0.239
H2 0.154 -2.240 0.396  0.265

[4]
This record from the Open Molecules 2025 dataset describes a molecular structure, C14H16N4OS. The level of theory is ωB97M-V with the def2-TZVPD basis set.

Values from the calculation:
Lowest unoccupied orbital energy = 0.002 Ha
Maximum force = 15.11 eV Å⁻¹
Energy above the lowest of the compared OMol25 structures with the same formula, charge and spin = 1513.3 kJ/mol
HOMO = -8.61 eV

Each line ends with the Mulliken charge.
Geometry (Å):
N1 1.573 -2.151 3.201  -0.577
C1 2.085 -1.240 2.473  0.327
C2 2.632 -0.268 1.543  -0.122
H1 2.683 0.648 2.099  0.265
H2 4.005 -0.543 1.503  0.319
C3 2.137 -0.379 0.319  -0.998
N2 0.750 0.072 0.453  0.144
C4 0.613 1.489 0.220  0.121
S1 1.848 2.523 0.458  -0.372
N3 -0.704 2.095 0.286  -0.175
C5 -1.815 1.730 -0.835  0.470
O1 -1.606 0.818 -1.642  -0.527
C6 -2.591 2.930 -0.704  -0.140
C7 -2.638 4.294 -0.517  -0.675
C8 -3.189 3.525 0.436  -0.291
H3 -4.374 3.551 0.733  0.229
H4 -2.724 3.322 1.604  0.199
H5 -3.099 4.959 -1.004  0.324
H6 -1.617 4.729 -0.392  0.161
H7 -3.612 2.509 -1.427  0.194
H8 -0.656 2.951 0.604  0.351
C9 -0.443 -0.992 0.553  -2.259
C10 -0.294 -2.088 -0.404  -0.010
C11 -0.398 -2.062 -1.661  0.957
N4 -0.131 -2.978 -2.860  -0.543
C12 0.029 -4.102 -2.051  -0.162
C13 0.307 -4.329 -0.547  -0.699
C14 -0.057 -3.294 0.051  0.179
H9 0.130 -3.502 1.358  0.054
H10 0.328 -5.349 -0.188  0.402
H11 0.109 -5.001 -2.842  0.309
H12 -0.375 -0.992 -2.316  0.189
H13 -0.326 -1.106 1.542  0.849
H14 -1.179 -0.347 0.373  0.740
H15 2.741 0.320 -0.351  0.410
H16 1.893 -1.352 -0.332  0.354

[5]
This record from the Open Molecules 2025 dataset describes 7 unconnected molecules or ions with the total composition C16H38Br10O8P2. The level of theory is ωB97M-V with the def2-TZVPD basis set.

Values from the calculation:
Lowest unoccupied orbital energy = 0.011 Ha
Maximum force = 4.00 eV Å⁻¹
Energy above the lowest of the compared OMol25 structures with the same formula, charge and spin = 115.9 kJ/mol
Structure (SMILES) = COP(=O)(OC)OC.COP(=O)(OC)OC.BrCCBr.BrCCBr.BrCCBr.BrCCBr.BrCCBr
HOMO = -9.72 eV

Each line ends with the Mulliken charge.
Geometry (Å):
C1 -0.108 2.915 -2.978  -0.707
O1 -0.496 1.653 -3.502  0.250
P1 -0.507 1.349 -5.083  0.705
O2 0.786 1.546 -5.813  -0.655
O3 -1.145 -0.165 -5.122  -0.242
C2 -0.734 -0.942 -6.300  -0.635
O4 -1.767 2.328 -5.472  -0.359
C3 -2.351 2.187 -6.790  -0.722
H1 0.268 3.630 -3.709  0.423
H2 0.688 2.726 -2.258  0.235
H3 -0.893 3.359 -2.365  0.068
H4 0.137 -1.591 -6.210  0.272
H5 -0.561 -0.286 -7.154  0.265
H6 -1.517 -1.649 -6.575  0.277
H7 -1.512 1.936 -7.440  0.361
H8 -2.651 3.215 -6.994  0.279
H9 -3.193 1.496 -6.831  0.205
C4 -0.065 -2.507 3.117  -0.666
O5 -1.079 -1.694 3.624  0.045
P2 -1.295 -1.537 5.255  0.813
O6 -0.003 -1.384 6.059  -0.718
O7 -2.387 -0.310 5.341  -0.154
C5 -2.119 0.800 6.145  -0.632
O8 -2.229 -2.845 5.664  -0.284
C6 -2.366 -3.117 7.043  -0.643
H10 0.157 -2.170 2.105  0.036
H11 -0.250 -3.580 3.164  0.238
H12 0.778 -2.084 3.664  0.465
H13 -2.995 0.951 6.776  0.312
H14 -2.033 1.674 5.499  0.049
H15 -1.327 0.722 6.890  0.354
H16 -2.759 -2.180 7.437  0.256
H17 -1.378 -3.298 7.465  0.296
H18 -3.064 -3.949 7.135  0.219
Br1 -2.594 1.383 2.574  -0.043
C7 -3.003 3.243 3.065  -0.643
C8 -2.023 4.293 2.587  -0.675
Br2 -1.963 4.361 0.541  -0.152
H19 -3.041 3.343 4.149  0.398
H20 -3.942 3.580 2.627  0.401
H21 -1.026 4.128 2.994  0.385
H22 -2.365 5.303 2.812  0.403
Br3 3.354 3.453 -4.143  -0.151
C9 4.277 1.885 -3.333  -0.509
C10 3.503 0.618 -3.571  -0.149
Br4 4.367 -1.122 -2.924  -0.178
H23 4.453 2.062 -2.272  0.254
H24 5.273 1.924 -3.774  0.440
H25 3.444 0.420 -4.642  0.405
H26 2.490 0.678 -3.174  -0.119
Br5 2.066 -0.097 1.027  -0.204
C11 0.592 0.741 -0.154  0.008
C12 -0.568 -0.171 -0.141  -0.065
Br6 -2.046 0.778 -1.114  -0.119
H27 0.952 0.818 -1.180  -0.263
H28 0.512 1.700 0.359  0.451
H29 -0.841 -0.314 0.905  -0.302
H30 -0.356 -1.120 -0.633  0.344
Br7 6.141 -2.120 0.720  -0.153
C13 5.776 -0.198 0.379  0.124
C14 7.075 0.578 0.721  -0.583
Br8 6.879 2.440 0.183  -0.196
H31 5.003 0.092 1.091  0.159
H32 5.386 -0.100 -0.634  -0.201
H33 7.976 0.147 0.284  0.404
H34 7.334 0.551 1.780  0.391
Br9 -4.235 -6.823 0.864  -0.184
C15 -2.915 -5.756 -0.149  -0.644
C16 -2.843 -4.379 0.486  -0.577
Br10 -1.619 -3.292 -0.697  -0.038
H35 -3.329 -5.658 -1.152  0.380
H36 -1.934 -6.221 -0.252  0.414
H37 -2.405 -4.421 1.484  0.356
H38 -3.833 -3.923 0.522  0.427

[6]
This record from the Open Molecules 2025 dataset describes a molecular structure, C5H6Br2O. The level of theory is ωB97M-V with the def2-TZVPD basis set.

Values from the calculation:
Lowest unoccupied orbital energy = 0.023 Ha
Maximum force = 5.11 eV Å⁻¹
Energy above the lowest of the compared OMol25 structures with the same formula, charge and spin = 117.2 kJ/mol
HOMO = -9.00 eV

Each line ends with the Mulliken charge.
Geometry (Å):
C1 -0.390 -0.014 2.454  -0.010
C2 -0.370 0.008 1.255  -0.857
C3 -1.356 -0.499 -0.886  -1.239
C4 1.544 -0.106 -0.712  -0.364
C5 -0.368 0.417 -0.166  0.633
O1 -0.385 1.704 -0.434  -0.426
Br1 1.785 -1.953 -0.187  -0.088
Br2 2.541 1.147 0.223  -0.125
H1 -0.472 -0.206 3.398  0.656
H2 -0.736 -1.149 -1.553  0.304
H3 -1.735 -1.310 -0.174  0.289
H4 -2.106 -0.035 -1.438  0.408
H5 1.653 -0.014 -1.776  0.473
H6 0.394 2.010 -0.005  0.346